[1]
69
Properties=species:S:1:pos:R:3:forces:R:3:lowdin_charge:R:1 method="wB97M-V/def2-TZVPD" homo_lumo_gap_ev="3.62 / 3.62" e_lumo_ev="-2.04 / -2.04" molar_mass_g_mol=672.9 total_charge=0
C -1.0142 4.0517 -1.7235 0.3 0.1 0.0 -0.045
C -1.1843 2.7139 -1.2490 0.3 -0.1 0.4 -0.387
N -0.3678 2.2521 -0.2365 -0.3 -0.3 -0.5 0.032
C 0.5973 3.0268 0.2589 0.1 1.0 -0.1 -0.358
C 0.7968 4.3470 -0.1734 0.4 -0.8 0.5 -0.061
C -0.0219 4.8548 -1.1858 -0.7 -0.4 -0.3 -0.085
C -2.1406 1.8236 -1.7888 0.3 -0.3 0.5 -0.306
P -2.3207 0.2147 -1.0646 0.0 2.2 -1.9 0.785
Tl 0.3026 -0.6501 -0.6847 -1.8 -0.2 2.8 0.800
P 2.0553 0.7254 0.8801 0.4 -0.3 2.0 0.755
C 1.4839 2.4153 1.3398 -0.6 0.3 -0.7 -0.249
C 0.1449 -2.8468 0.2803 0.4 1.8 -1.0 -0.284
C -0.9581 -3.2737 0.9908 -0.3 -1.2 0.2 -0.136
C -1.0541 -4.6506 1.3190 0.2 0.6 -0.2 -0.076
C -0.0514 -5.5410 0.9142 0.1 0.3 -0.1 -0.098
C 1.0583 -5.0709 0.1999 -0.1 0.5 0.1 -0.087
C 1.1609 -3.6918 -0.1084 0.1 -1.5 0.1 -0.167
O -0.3890 2.4210 -5.6432 0.5 0.2 0.6 -0.057
O -1.2003 -2.6488 -4.4083 0.4 -0.2 0.7 -0.049
H -1.6783 4.3804 -2.5208 0.2 0.1 0.1 0.105
H 1.5979 4.9237 0.2825 -0.2 0.0 -0.2 0.098
H 0.1231 5.8720 -1.5442 -0.1 -0.2 0.0 0.102
C -3.5859 0.4450 0.2468 0.3 -0.6 0.7 -0.235
C -3.1764 -0.7534 -2.3519 0.0 -0.4 0.1 -0.257
H 2.3614 3.0527 1.5201 -0.2 -0.2 0.0 0.091
H 0.9167 2.3144 2.2787 0.1 -0.1 -0.3 0.081
H -0.5052 2.0453 -6.5086 -0.1 -0.2 -0.6 0.017
H -2.6384 2.1153 -2.7147 0.1 -0.4 0.2 0.062
C 2.1415 -0.0722 2.4647 2.4 -1.0 -2.6 -0.362
C 3.7313 1.0714 0.2489 0.1 0.0 -1.0 -0.281
H -1.7553 -2.5913 1.2979 0.2 -0.2 -0.1 0.080
H -1.9146 -5.0160 1.8861 0.3 0.1 -0.2 0.104
H -0.1347 -6.6049 1.1548 0.0 0.4 -0.1 0.102
H 1.8424 -5.7628 -0.1185 -0.2 0.2 0.1 0.100
H 2.0286 -3.3204 -0.6609 -0.3 -0.2 0.2 0.062
H 2.2688 -0.8676 -1.2789 0.8 0.2 -0.1 -0.063
H -0.5981 -3.3669 -4.1618 -0.2 0.2 0.0 0.049
H -1.2921 -2.7281 -5.3504 -0.1 0.0 -0.7 0.030
H 0.5713 2.4293 -5.5077 -0.4 0.0 0.0 0.039
H 2.5559 -1.3916 -1.7103 0.3 -0.4 -0.5 0.093
H -4.4433 1.0010 -0.1614 0.5 -0.2 -0.1 0.063
H -3.9217 -0.5339 0.6171 0.1 0.2 0.0 0.040
H -3.1551 1.0120 1.0815 -0.1 -0.1 -0.2 0.039
H -3.7447 -0.0621 -2.9890 0.1 -0.2 0.2 0.052
H -2.4504 -1.3091 -2.9651 -0.3 0.2 0.2 0.010
H -3.8574 -1.4678 -1.8685 0.1 0.1 -0.3 0.048
H 4.2837 1.6998 0.9628 -0.2 -0.3 -0.1 0.051
H 4.2644 0.1239 0.0922 -0.1 0.3 0.1 0.038
H 3.6540 1.5970 -0.7151 0.2 0.0 0.2 0.042
H 2.9599 0.3523 3.0582 -0.1 0.0 0.0 0.031
H 0.9979 0.1459 3.1402 -1.9 0.6 0.4 -0.034
H 2.2383 -1.1581 2.3512 0.1 0.1 0.1 0.014
C -0.3507 2.7870 7.1314 -0.6 -0.3 -0.3 -0.096
C 0.8666 2.6988 6.4200 0.1 -0.4 -0.6 -0.096
C 0.9393 1.9596 5.2482 0.0 0.2 0.5 -0.035
C -0.1954 1.2628 4.7465 -1.3 0.4 1.0 -0.172
C -0.1350 0.4279 3.6211 -0.4 -0.3 -0.1 -0.098
C -1.2780 -0.1215 3.0891 -0.1 0.4 0.6 -0.102
C -2.5371 0.0860 3.7142 0.1 0.3 0.3 -0.102
C -2.6159 0.8346 4.8773 -0.3 -0.4 -0.5 -0.055
C -1.4615 1.4311 5.4344 1.0 0.0 -0.4 -0.177
C -1.4949 2.1793 6.6321 0.4 0.4 0.4 -0.049
H -0.3889 3.3402 8.0687 0.0 -0.1 -0.2 0.095
H 1.7552 3.2072 6.7952 -0.2 -0.1 -0.1 0.095
H 1.8776 1.8926 4.6901 -0.3 0.0 0.3 0.100
H -1.2262 -0.7384 2.1845 0.1 0.0 0.2 0.054
H -3.4343 -0.3577 3.2798 0.1 0.1 0.2 0.087
H -3.5724 0.9813 5.3825 0.2 -0.1 -0.1 0.104
H -2.4473 2.2640 7.1594 0.3 0.0 -0.1 0.106


[2]
20
Properties=species:S:1:pos:R:3:forces:R:3:lowdin_charge:R:1 method="wB97M-V/def2-TZVPD" homo_lumo_gap_ev=9.98 smiles="[H]/N=C(/C)OC.CON" de_lowest_kj_mol=396.62 e_lumo_ev=0.91 molar_mass_g_mol=120.2 total_charge=0
C -1.2808 2.0482 0.8569 0.3 0.2 0.2 -0.099
C 1.2085 0.5191 -1.3925 -0.2 -0.4 0.1 -0.014
C 0.6982 1.0310 -0.0800 -1.2 1.6 -0.5 -0.527
O -0.6903 1.2301 -0.1256 1.3 -0.2 -0.4 -0.125
N 1.5001 1.4256 0.8071 0.2 -0.2 0.4 0.136
H 1.0834 1.7861 1.6605 -0.2 0.1 -0.1 0.045
H -1.3082 1.5389 1.8210 -0.1 0.0 0.1 0.086
H -2.2923 2.2533 0.5170 0.0 -0.1 0.0 0.088
H -0.7560 3.0120 0.9689 0.0 -0.3 -0.1 0.095
H 0.4260 0.5594 -2.1461 0.0 0.1 0.0 0.081
H 2.0742 1.1018 -1.6959 0.0 0.1 0.0 0.085
H 1.5187 -0.5187 -1.2851 0.0 -0.1 0.0 0.071
C -0.7724 -2.3881 -0.8023 0.0 0.3 0.1 -0.114
N 0.2982 -1.2922 0.9661 -0.6 -0.3 -0.2 0.027
O 0.4242 -2.2860 -0.0566 0.3 -0.2 0.5 -0.257
H 1.2485 -1.0383 1.2167 0.0 -0.3 0.0 0.083
H -0.1769 -1.7088 1.7719 0.4 -0.2 -0.2 0.096
H -1.0935 -1.4039 -1.1597 0.0 -0.1 0.0 0.074
H -1.5746 -2.8282 -0.1986 0.0 0.0 -0.1 0.080
H -0.5350 -3.0413 -1.6434 -0.1 0.0 0.1 0.089


[3]
67
Properties=species:S:1:pos:R:3:forces:R:3:lowdin_charge:R:1 method="wB97M-V/def2-TZVPD" homo_lumo_gap_ev="8.68 / 8.20" de_lowest_kj_mol=0.00 e_lumo_ev="-2.29 / -2.78" spin_multiplicity=3 molar_mass_g_mol=590.0 s2=2.0248 total_charge=+1
V -0.4835 -0.5075 1.6188 -0.1 0.9 -0.1 0.549
C 0.3956 -4.5866 0.5356 0.0 -0.1 0.0 -0.036
C 1.7829 -4.5692 0.5158 0.2 -0.2 0.0 -0.028
C 2.4493 -3.3792 0.7166 0.2 -0.1 0.0 0.013
C 1.7317 -2.2120 0.9285 -0.3 0.3 0.1 -0.195
N 0.3800 -2.2305 0.9589 0.3 -1.3 -0.2 0.005
C -0.2618 -3.4061 0.7725 0.2 0.6 0.1 -0.092
C 2.3301 -0.8731 1.1137 -0.3 -0.1 0.0 -0.217
C 3.7002 -0.6619 1.1705 0.3 0.0 0.0 -0.023
C 4.1941 0.6257 1.3308 0.0 0.0 0.0 -0.062
C 3.3142 1.7004 1.4319 0.1 -0.1 0.0 -0.062
C 1.9429 1.4819 1.3767 -0.1 -0.2 -0.1 -0.098
C 1.4228 0.1944 1.2169 0.5 0.2 0.1 -0.227
H -0.1672 -5.4990 0.3830 0.1 0.1 0.0 0.116
H 2.3414 -5.4856 0.3502 -0.1 0.1 0.0 0.121
H 3.5307 -3.3474 0.7074 -0.1 0.0 0.0 0.114
H -1.3384 -3.3816 0.8345 -0.1 0.1 0.0 0.096
H 4.3967 -1.4932 1.0948 -0.1 0.1 0.0 0.110
H 5.2643 0.7921 1.3781 -0.1 0.0 0.0 0.109
H 3.7004 2.7066 1.5630 0.0 -0.1 0.0 0.109
H 1.2780 2.3403 1.4489 0.0 -0.1 0.0 0.095
N -1.4492 1.4392 2.5662 0.5 -0.5 0.8 0.011
C -1.1306 1.5517 4.0404 -0.1 -0.2 -0.5 -0.176
C -1.3874 0.2008 4.7049 0.0 0.1 0.1 -0.070
C -0.7050 -0.7706 3.7988 0.3 -1.1 0.1 -0.622
O -1.3681 -1.6639 3.1490 0.5 1.2 0.5 -0.106
O 0.4976 -0.5305 3.4488 -0.8 -0.2 0.5 -0.027
H -1.1518 2.2893 2.1129 0.1 0.2 -0.1 0.062
H -2.4515 1.3863 2.4538 -0.3 0.0 -0.1 0.085
H -1.6974 2.3411 4.5171 -0.2 0.2 0.0 0.119
H -0.0770 1.7876 4.1157 0.2 0.0 0.0 0.120
H -2.4453 -0.0399 4.7598 -0.1 0.0 0.1 0.127
H -0.9616 0.1766 5.7083 0.0 0.0 0.0 0.139
Cl -2.8076 -1.0107 0.9478 -0.6 -0.1 -0.6 0.852
C -3.2113 -0.2966 -0.6304 0.0 -0.1 0.3 -0.549
C -4.5140 -0.4105 -1.0791 -0.1 0.0 0.0 -0.083
C -4.8281 0.1656 -2.3000 0.0 0.0 -0.1 -0.050
C -3.8558 0.8405 -3.0348 -0.1 0.0 0.0 -0.047
C -2.5618 0.9322 -2.5523 0.0 0.1 -0.2 -0.061
C -2.2174 0.3512 -1.3340 0.1 0.0 0.1 -0.381
P -0.5156 0.3702 -0.6537 0.1 0.2 -0.9 1.083
C -0.0706 2.0999 -1.0623 -0.2 0.0 0.1 -0.344
C -0.8263 3.0795 -0.4106 0.0 0.0 0.0 -0.119
C -0.6175 4.4279 -0.6457 0.0 0.0 0.0 -0.062
C 0.3579 4.8212 -1.5559 0.0 0.0 0.0 -0.064
C 1.0917 3.8599 -2.2341 0.0 -0.1 0.0 -0.056
C 0.8785 2.5034 -1.9939 0.0 0.1 0.1 -0.062
C 0.3561 -0.7471 -1.8122 0.1 0.2 0.0 -0.312
C 1.7543 -0.7762 -1.8936 0.0 0.2 -0.1 -0.098
C 2.3880 -1.6693 -2.7471 -0.1 0.0 0.0 -0.056
C 1.6381 -2.5474 -3.5234 0.1 0.0 0.0 -0.065
C 0.2536 -2.5329 -3.4397 0.0 0.0 0.0 -0.063
C -0.3821 -1.6394 -2.5874 -0.1 -0.1 0.0 -0.078
H -5.2613 -0.9298 -0.4894 0.1 0.1 -0.1 0.117
H -5.8405 0.0889 -2.6781 0.1 0.0 0.0 0.118
H -4.1109 1.2965 -3.9855 0.0 -0.1 0.1 0.117
H -1.8026 1.4595 -3.1250 -0.1 -0.1 0.1 0.125
H -1.6271 2.7849 0.2574 0.0 0.0 0.0 0.091
H -1.2207 5.1700 -0.1318 0.1 -0.1 -0.1 0.113
H 0.5313 5.8734 -1.7451 0.0 0.0 0.0 0.112
H 1.8351 4.1591 -2.9652 -0.1 0.0 0.1 0.113
H 1.4509 1.7822 -2.5542 0.1 -0.2 0.0 0.101
H 2.3567 -0.1031 -1.2924 -0.1 0.0 -0.1 0.104
H 3.4723 -1.6776 -2.8041 -0.1 0.0 0.0 0.115
H 2.1334 -3.2403 -4.1935 0.0 0.0 0.0 0.111
H -0.3390 -3.2143 -4.0408 0.1 0.1 0.1 0.112
H -1.4651 -1.6472 -2.5327 0.1 0.0 0.0 0.104